{
  "formula": "C20H43ErOP3S",
  "method": "wB97M-V/def2-TZVPD",
  "total_energy_ha": -3299.4033,
  "lumo_energy_ev": [-10.30, -10.24],
  "gap_ev": [6.893, 6.956],
  "relative_energy_kcal_mol": 24.2,
  "charge": 3,
  "spin_multiplicity": 4,
  "s2": 3.754,
  "symbols": ["Er", "P", "P", "P", "H", "C", "C", "H", "C", "C", "C", "C", "C", "C", "C", "C", "C", "H", "H", "H", "H", "H", "H", "H", "H", "H", "H", "H", "H", "H", "H", "H", "H", "H", "H", "H", "H", "H", "H", "H", "H", "H", "H", "H", "H", "H", "C", "C", "C", "C", "C", "C", "S", "H", "H", "H", "H", "H", "H", "C", "C", "C", "O", "H", "H", "H", "H", "H", "H"],
  "positions_angstrom": [[-0.04639, 0.41274, -0.05682], [-1.88371, 2.29770, 0.52688], [-1.93668, -1.74952, 1.66970], [2.20788, 1.90945, -0.67284], [-0.23852, -5.50086, 0.13344], [0.13967, -4.58038, -0.25650], [1.04332, -3.80461, 0.34898], [1.27480, -3.80143, 1.42798], [-2.97554, 2.43868, -0.94146], [-3.02103, 2.29545, 1.94707], [-1.05939, 3.91933, 0.70990], [-2.13628, -3.54372, 2.09167], [-2.46959, -1.09234, 3.31249], [-3.53400, -1.58250, 0.76024], [3.84401, 1.18275, -1.10844], [2.68159, 2.87831, 0.83020], [1.96520, 3.12775, -2.03190], [-0.25018, -4.32605, -1.25550], [1.53556, -3.01535, -0.24233], [-3.65848, 3.29083, -0.84815], [-3.56461, 1.51077, -1.04226], [-2.36005, 2.56075, -1.84821], [-3.54554, 3.25697, 1.99690], [-2.44304, 2.16352, 2.87645], [-3.75590, 1.48263, 1.85534], [-1.81887, 4.70547, 0.77630], [-0.38993, 4.10973, -0.14103], [-0.46696, 3.92425, 1.63777], [-3.20580, -3.80947, 2.13033], [-1.67124, -3.80126, 3.05181], [-1.65765, -4.16334, 1.32611], [-3.44059, -1.54399, 3.56891], [-2.57160, -0.00054, 3.32634], [-1.72282, -1.39595, 4.06004], [-4.26536, -2.19804, 1.29570], [-3.41875, -1.95731, -0.26802], [-3.89218, -0.54483, 0.71670], [4.32078, 1.79953, -1.88614], [3.73815, 0.15565, -1.49213], [4.48646, 1.16443, -0.21603], [3.33587, 3.71301, 0.54723], [3.19931, 2.21612, 1.54276], [1.80950, 3.28756, 1.36063], [2.95649, 3.44507, -2.39210], [1.39622, 3.99915, -1.67351], [1.40717, 2.68007, -2.87393], [0.88616, -1.14450, -3.64676], [0.51632, -0.33070, -4.74346], [0.96314, -0.66451, -6.02337], [1.76070, -1.80567, -6.19163], [2.26186, -2.51678, -5.09038], [1.82904, -2.18351, -3.80857], [0.23401, -0.90909, -2.06873], [0.17401, 0.56178, -2.05091], [-0.08480, 0.56586, -4.57616], [0.65063, -0.06220, -6.88349], [2.00247, -2.13991, -7.19373], [2.95954, -3.35249, -5.22091], [2.19819, -2.71443, -2.92855], [0.49214, 1.08157, 3.82625], [1.00461, -0.01730, 2.99040], [1.44920, -1.24880, 3.64105], [1.02582, 0.04448, 1.71060], [1.10357, 1.10764, 4.74408], [-0.53650, 0.85936, 4.16038], [0.53375, 2.07147, 3.33810], [0.61797, -1.96253, 3.68717], [2.24766, -1.74202, 3.08130], [1.76920, -1.01388, 4.66678]],
  "atomic_forces_ev_per_a": [[-0.311, -1.224, 3.061], [-1.164, 1.224, 0.066], [-1.114, -0.120, 0.186], [1.142, 0.968, 0.055], [-0.400, -0.198, 0.602], [0.464, 0.721, -0.581], [-0.429, 0.589, -0.092], [0.228, -0.668, -0.770], [0.177, -0.234, -0.089], [0.057, -0.350, 0.298], [0.244, -0.103, -0.060], [0.543, -0.343, -0.335], [0.190, 0.108, -0.007], [0.179, 0.138, -0.293], [-0.081, -0.604, -0.149], [-0.366, 0.052, 0.091], [-0.254, 0.063, 0.013], [0.651, -0.342, 0.256], [-0.334, -0.103, 0.418], [0.145, -0.133, -0.025], [0.168, 0.369, 0.016], [-0.288, 0.042, 0.221], [0.081, -0.177, -0.084], [-0.296, 0.088, -0.296], [0.220, 0.283, 0.086], [0.160, -0.061, -0.085], [-0.216, 0.093, 0.249], [-0.193, 0.049, -0.275], [0.418, 0.287, 0.083], [-0.055, 0.192, -0.194], [-0.204, 0.138, 0.201], [0.351, 0.146, 0.016], [-0.003, -0.301, 0.009], [-0.315, 0.106, -0.037], [-0.036, 0.265, -0.270], [-0.156, 0.049, 0.299], [0.088, -0.229, 0.004], [-0.174, -0.218, 0.333], [0.130, 0.365, 0.099], [-0.236, -0.043, -0.307], [-0.061, -0.240, 0.105], [-0.064, 0.202, -0.390], [0.185, -0.004, -0.280], [-0.457, 0.053, 0.121], [0.242, -0.213, -0.164], [0.315, 0.147, 0.293], [1.201, -0.204, -2.015], [-0.048, -0.232, 0.285], [-0.122, -0.230, 0.483], [0.118, -0.021, 0.259], [-0.358, 0.102, -0.091], [-0.328, 0.269, 0.301], [-0.423, 1.283, -0.990], [0.452, -1.732, -1.415], [-0.048, -0.363, -0.170], [0.184, -0.276, 0.391], [0.153, 0.131, 0.063], [-0.353, 0.419, -0.010], [-0.113, -0.016, -0.322], [0.400, 0.761, 0.322], [-0.236, -0.363, -1.883], [0.663, -0.151, 0.587], [0.145, 0.417, 2.426], [-0.324, 0.160, -0.261], [0.277, -0.067, -0.171], [-0.134, -0.526, 0.095], [-0.109, 0.109, 0.011], [-0.070, 0.104, 0.022], [-0.099, -0.400, -0.314]]
}

{
  "formula": "C20H43GaN2P3Se",
  "method": "wB97M-V/def2-TZVPD",
  "total_energy_ha": -6246.5825,
  "lumo_energy_ev": [-12.60, -11.19],
  "gap_ev": [3.324, 4.735],
  "charge": 3,
  "symbols": ["Ga", "P", "P", "P", "H", "C", "C", "H", "C", "C", "C", "C", "C", "C", "C", "C", "C", "H", "H", "H", "H", "H", "H", "H", "H", "H", "H", "H", "H", "H", "H", "H", "H", "H", "H", "H", "H", "H", "H", "H", "H", "H", "H", "H", "H", "H", "C", "C", "C", "C", "C", "C", "Se", "H", "H", "H", "H", "H", "H", "C", "N", "C", "C", "N", "H", "H", "H", "H", "H", "H"],
  "positions_angstrom": [[-0.12889, -0.49941, 0.33496], [0.33075, 2.24398, 1.73575], [-2.43974, 0.34143, 0.13708], [2.27743, -0.32744, 0.10679], [-1.54197, -3.35314, -6.35358], [-0.75693, -4.06835, -6.06670], [-0.75705, -4.55953, -4.79877], [-1.59760, -4.40586, -4.09435], [0.40869, 3.77715, 0.71866], [-1.04103, 2.69845, 2.88737], [1.81087, 2.42827, 2.81211], [-3.21409, -0.67517, -1.17252], [-3.35103, -0.11701, 1.65387], [-2.97297, 2.03808, -0.27818], [2.78660, -1.53015, -1.16332], [3.04948, -0.91723, 1.65583], [3.14572, 1.20513, -0.37221], [-0.05397, -4.33701, -6.86548], [0.06621, -5.13455, -4.35516], [0.55053, 4.64492, 1.37623], [-0.52206, 3.89797, 0.14831], [1.23835, 3.70225, 0.00435], [-0.70004, 3.57203, 3.46612], [-1.23699, 1.86359, 3.57854], [-1.97318, 2.93984, 2.35529], [1.68607, 3.34472, 3.40461], [2.74268, 2.51094, 2.23645], [1.92408, 1.58823, 3.51463], [-4.29618, -0.49832, -1.16176], [-3.00935, -1.73326, -0.98062], [-2.80344, -0.41484, -2.15172], [-4.26164, 0.48774, 1.75456], [-2.73995, 0.03000, 2.55424], [-3.62945, -1.17987, 1.60218], [-4.07340, 2.06048, -0.31252], [-2.58882, 2.29766, -1.27587], [-2.61302, 2.79124, 0.43637], [3.87843, -1.63286, -1.13537], [2.47229, -1.21062, -2.16215], [2.32443, -2.50146, -0.96218], [4.07722, -1.24563, 1.45073], [2.48179, -1.77308, 2.04586], [3.06716, -0.14678, 2.43890], [4.19243, 0.95736, -0.61941], [3.12366, 1.96767, 0.42134], [2.65474, 1.61682, -1.27045], [0.12476, 0.65270, -3.23706], [-0.24357, -0.70408, -3.35557], [-0.11452, -1.34217, -4.58056], [0.41385, -0.65763, -5.68676], [0.73191, 0.70571, -5.59237], [0.58083, 1.35644, -4.37455], [-0.01400, 1.49131, -1.56339], [-0.32171, -1.78135, -0.53167], [-0.61476, -1.25810, -2.48432], [-0.42818, -2.38640, -4.65306], [0.57353, -1.20623, -6.61148], [1.10168, 1.24364, -6.46897], [0.82049, 2.40312, -4.24064], [-1.15464, -0.44926, 5.62819], [-0.05090, -0.99041, 4.81092], [1.09274, -1.68990, 5.45020], [-0.09198, -0.88546, 3.51607], [-0.23604, -0.72000, 2.35069], [-0.91127, -0.60583, 6.68195], [-2.11067, -0.95674, 5.42176], [-1.29554, 0.62791, 5.44140], [1.22962, -2.69611, 5.01862], [2.02387, -1.12727, 5.25847], [0.90767, -1.76825, 6.52335]],
  "atomic_forces_ev_per_a": [[0.049, 0.779, -0.096], [-0.198, 1.553, 0.466], [-1.347, -0.038, 0.112], [1.077, -0.082, 0.283], [0.112, -0.636, -0.065], [-0.495, -0.553, 1.275], [0.109, 0.189, -0.946], [0.494, 0.303, -0.594], [0.090, -0.256, -0.310], [0.068, -0.625, 0.087], [0.182, -0.480, 0.160], [0.409, -0.007, 0.115], [0.076, -0.121, 0.319], [0.301, 0.232, -0.163], [-0.292, -0.095, 0.049], [-0.058, -0.128, 0.128], [-0.188, 0.182, -0.106], [0.009, 0.164, 0.687], [-0.383, -0.113, -0.624], [-0.018, -0.206, -0.062], [0.267, 0.017, 0.181], [-0.191, 0.166, 0.218], [-0.182, -0.239, -0.207], [0.014, 0.379, -0.175], [0.432, -0.052, 0.213], [-0.023, -0.135, -0.183], [-0.384, 0.031, 0.180], [-0.134, 0.247, -0.208], [0.194, 0.008, 0.018], [-0.102, 0.145, -0.002], [-0.127, 0.043, 0.100], [0.165, -0.144, -0.147], [-0.180, 0.024, -0.292], [0.099, 0.297, -0.002], [0.313, -0.090, 0.107], [-0.254, -0.037, 0.325], [-0.194, -0.297, -0.240], [-0.207, 0.062, -0.003], [0.051, 0.062, 0.160], [0.110, 0.097, 0.015], [-0.210, 0.121, 0.050], [0.185, 0.121, -0.188], [-0.005, -0.107, -0.363], [-0.385, 0.057, 0.148], [0.056, -0.392, -0.398], [0.372, -0.127, 0.314], [-0.122, 0.048, 0.517], [0.038, -0.511, -0.363], [-0.237, 0.122, 0.902], [-0.091, 0.067, 0.192], [0.072, 0.245, 0.220], [0.129, 0.098, -0.290], [0.161, -0.518, -1.568], [-0.132, -0.222, 0.354], [0.158, 0.247, -0.492], [0.348, 0.549, -0.105], [-0.076, 0.174, 0.049], [-0.113, -0.154, 0.366], [0.058, 0.044, -0.283], [-0.806, 0.339, 0.063], [0.239, -0.174, -0.615], [0.791, -0.265, -0.482], [-0.793, 0.369, -1.223], [0.701, -0.750, 2.225], [0.029, 0.094, -0.284], [0.454, 0.016, 0.001], [0.208, -0.401, 0.168], [-0.275, 0.365, 0.285], [-0.433, -0.148, 0.317], [0.015, 0.050, -0.291]]
}

{
  "formula": "C20H43IrN2P3SSe",
  "method": "wB97M-V/def2-TZVPD",
  "total_energy_ha": -4824.3807,
  "lumo_energy_ev": [-8.29, -12.09],
  "gap_ev": [6.743, 2.945],
  "relative_energy_kcal_mol": 0.0,
  "charge": 3,
  "spin_multiplicity": 5,
  "s2": 6.036,
  "symbols": ["Ir", "P", "P", "P", "H", "C", "C", "H", "C", "C", "C", "C", "C", "C", "C", "C", "C", "H", "H", "H", "H", "H", "H", "H", "H", "H", "H", "H", "H", "H", "H", "H", "H", "H", "H", "H", "H", "H", "H", "H", "H", "H", "H", "H", "H", "H", "C", "C", "C", "C", "C", "C", "Se", "H", "H", "H", "H", "H", "H", "S", "C", "N", "C", "C", "N", "H", "H", "H", "H", "H", "H"],
  "positions_angstrom": [[-0.00891, 0.10688, 0.07423], [0.24467, 2.02958, 1.41899], [-2.35437, 0.40995, -0.36746], [2.32538, -0.24293, -0.37477], [-1.48285, -3.36918, -8.85256], [-0.62449, -4.02452, -8.67848], [-0.78605, -5.29181, -8.26997], [-1.77952, -5.71776, -8.09914], [0.36993, 3.57564, 0.47164], [-1.16696, 2.25353, 2.54246], [1.73397, 1.98018, 2.45938], [-2.96789, -0.75160, -1.63757], [-3.45667, 0.09332, 1.05413], [-2.80946, 2.06590, -1.01345], [2.57344, -1.54372, -1.63285], [3.29976, -0.83867, 1.04757], [3.22882, 1.21947, -1.01892], [0.36790, -3.61868, -8.89555], [0.06794, -5.95990, -8.12198], [0.39615, 4.42502, 1.16844], [-0.48712, 3.69381, -0.20033], [1.28606, 3.58097, -0.13000], [-0.94979, 3.07140, 3.24355], [-1.35158, 1.34099, 3.12527], [-2.07547, 2.50668, 1.98134], [1.75373, 2.86290, 3.11525], [2.64233, 1.98599, 1.84293], [1.73716, 1.07991, 3.09014], [-4.06415, -0.80379, -1.60559], [-2.55848, -1.74617, -1.42815], [-2.64674, -0.44187, -2.63831], [-4.38471, 0.66925, 0.93559], [-2.97984, 0.37646, 1.99737], [-3.69842, -0.97649, 1.08783], [-3.90180, 2.13758, -1.10050], [-2.36354, 2.20749, -2.00796], [-2.45819, 2.87002, -0.35721], [3.63201, -1.83425, -1.66922], [2.24868, -1.19833, -2.62145], [1.97228, -2.41701, -1.35386], [4.35276, -0.94481, 0.75029], [2.91603, -1.81657, 1.36799], [3.24494, -0.13627, 1.88573], [4.30872, 1.02311, -0.99419], [3.02435, 2.11939, -0.42756], [2.93000, 1.41727, -2.05674], [0.13395, 0.14006, -3.79696], [-0.27104, -1.20615, -3.79446], [-0.35194, -1.91510, -4.99822], [0.00827, -1.30356, -6.20244], [0.42976, 0.03634, -6.20682], [0.47786, 0.75663, -5.01540], [0.19946, 1.28474, -2.24180], [-0.08594, -1.00482, -1.13942], [-0.52717, -1.68914, -2.85110], [-0.70030, -2.94937, -4.99328], [-0.04305, -1.86641, -7.13523], [0.71192, 0.51958, -7.13948], [0.77789, 1.80470, -5.01542], [-0.23637, -1.69097, 1.59958], [-0.06782, -1.07036, 3.17364], [1.09348, -0.89023, 3.83570], [0.85627, -0.63320, 5.25737], [-0.64461, -0.50592, 5.35127], [-1.09743, -0.69352, 3.97466], [1.94938, -1.35200, 3.53941], [1.36609, 0.28781, 5.54621], [1.24811, -1.45174, 5.86628], [-0.95247, 0.48146, 5.69818], [-1.08483, -1.25976, 6.00806], [-2.04530, -1.02061, 3.78998]],
  "atomic_forces_ev_per_a": [[-0.086, -1.260, 0.840], [0.100, 1.106, -0.102], [-0.828, 0.208, -0.711], [0.888, -0.051, -0.630], [0.255, -0.229, 0.004], [-0.104, -0.591, 0.256], [0.090, 0.570, -0.139], [0.361, 0.189, -0.060], [0.031, 0.224, 0.201], [-0.015, 0.181, 0.322], [0.085, 0.192, 0.346], [0.109, 0.006, 0.126], [0.090, -0.006, 0.248], [-0.002, -0.121, 0.096], [-0.046, 0.016, 0.179], [-0.012, 0.015, 0.211], [0.026, -0.112, 0.107], [-0.288, -0.156, 0.044], [-0.306, 0.258, -0.086], [0.021, -0.148, -0.210], [0.184, -0.025, 0.156], [-0.168, 0.004, 0.125], [-0.057, -0.097, -0.192], [0.104, 0.388, -0.252], [0.271, -0.007, 0.096], [0.011, -0.151, -0.202], [-0.284, 0.080, 0.124], [-0.031, 0.421, -0.304], [0.231, 0.111, -0.014], [-0.161, 0.138, -0.036], [-0.076, -0.021, 0.217], [0.205, -0.178, -0.008], [-0.192, -0.016, -0.227], [0.072, 0.208, -0.054], [0.233, -0.058, 0.001], [-0.219, -0.024, 0.285], [-0.136, -0.186, -0.098], [-0.218, 0.139, -0.027], [0.108, -0.042, 0.247], [0.172, 0.118, -0.056], [-0.277, 0.004, 0.021], [0.104, 0.177, -0.174], [0.065, -0.152, -0.212], [-0.222, -0.002, -0.022], [0.065, -0.216, -0.087], [0.163, -0.094, 0.280], [-0.022, 0.627, 0.550], [-0.133, -0.519, -0.195], [-0.027, 0.125, 0.854], [0.115, 0.434, -0.048], [-0.010, 0.039, 0.356], [0.104, 0.228, -0.568], [0.018, -0.173, -2.766], [-0.136, 0.066, 0.547], [0.013, 0.002, -0.376], [0.155, 0.291, -0.015], [-0.010, 0.116, 0.266], [-0.070, -0.092, 0.199], [-0.057, -0.251, -0.105], [-0.138, -1.090, -0.014], [-0.137, 0.418, 1.478], [-0.368, -0.836, -0.696], [0.953, 0.150, 0.469], [-0.835, 0.295, 0.647], [0.214, -0.960, -0.998], [-0.325, 0.167, -0.071], [-0.011, -0.104, 0.054], [-0.011, 0.109, -0.109], [0.002, -0.100, 0.076], [-0.008, 0.107, -0.099], [0.410, 0.142, -0.061]]
}